No. 1
DFT (ωB97M-V/def2-TZVPD) results for 2 unconnected molecules or ions with the total composition CHClFNO2 at a distorted geometry.

CARTESIAN COORDINATES (ANGSTROEM)
C1 2.3635 -0.6796 -0.0070
N1 1.3085 0.1497 -0.2134
O1 2.3838 -1.8140 0.2402
O2 0.1107 -0.2632 0.3228
F1 1.6341 1.8277 0.2873
Cl1 3.8054 0.1695 -0.2411
H1 -0.7103 -0.1072 -0.1880

Calculated values
highest occupied orbital energy (alpha / beta) = -11.4 / -11.4 eV
total energy = -803.822411 a.u.
energy above the lowest of the compared OMol25 structures with the same formula, charge and spin = 39.1 kcal per mole
E_LUMO (alpha / beta) = -0.084 / -0.084 Ha
frontier orbital gap (alpha / beta) = 9.1 / 9.1 eV
net charge = 0

These are the Löwdin partial charges, in e, on atoms 1 to 2: atom 1 (C): -0.98, atom 2 (N): 0.01


No. 2
DFT (ωB97M-V/def2-TZVPD) results for 3 unconnected molecules or ions with the total composition C38H54FI2N2O12S at a distorted geometry.

CARTESIAN COORDINATES (ANGSTROEM)
C1 -0.6356 5.7056 1.6447
C2 0.9654 5.2272 1.7169
C3 1.4663 4.6713 0.2614
O1 1.5984 3.2305 0.1159
C4 0.2933 2.5493 -0.1856
C5 0.3078 1.1736 0.7160
C6 0.4641 1.6546 2.2549
C7 2.0445 1.6735 2.8193
O2 3.1078 1.3701 2.0708
F1 2.3487 2.0281 4.2564
C8 -0.9320 0.0865 0.4116
C9 -0.1801 -1.3467 0.5980
C10 0.9035 -1.6161 1.7380
C11 0.8433 -3.2452 2.1153
I1 2.9634 -3.8503 2.4591
C12 -2.1421 0.1310 1.4964
C13 -2.1247 -0.7655 2.8380
C14 -3.1518 0.0512 3.8905
I2 -3.1631 -2.7362 2.6340
C15 -1.5593 0.3338 -1.1365
C16 -2.7392 1.5262 -1.0901
C17 -3.4552 1.9024 -2.5100
C18 -4.7279 2.9545 -2.2352
O3 -5.2992 3.5701 -3.3078
O4 -5.2907 3.2550 -0.9115
C19 -2.2805 -0.8946 -1.8778
C20 -3.8377 -1.2828 -1.3790
C21 -1.6580 -2.3768 -2.0621
C22 -2.0842 -2.9974 -3.5605
C23 -1.0894 -2.5010 -4.7671
C24 -0.4195 1.0101 -2.1356
S1 0.8325 -0.2201 -2.8978
N1 0.4026 2.1321 -1.6169
C25 0.3912 3.2894 -2.6384
C26 -0.8706 4.3013 -2.5380
N2 -0.6976 5.5586 -3.1350
H1 -1.2432 5.3609 2.6090
H2 -0.7424 6.8906 1.6249
H3 -1.1845 5.3182 0.6858
H4 1.1939 4.5302 2.6281
H5 1.5641 6.2412 1.9148
H6 2.5686 5.1151 0.1226
H7 0.8214 5.2204 -0.5515
H8 -0.5164 3.3312 0.0934
H9 1.3143 0.6596 0.3211
H10 -0.0666 1.0185 3.0781
H11 -0.0412 2.7335 2.3345
H12 0.4410 -1.5048 -0.4115
H13 -0.9447 -2.2644 0.6075
H14 2.0084 -1.4674 1.3070
H15 0.8748 -1.0309 2.7337
H16 0.5252 -3.8139 1.1341
H17 0.1742 -3.4744 3.0467
H18 -2.2629 1.2718 1.8290
H19 -3.2198 -0.1551 1.0653
H20 -1.1400 -0.8360 3.4482
H21 -4.2513 0.0164 3.4907
H22 -2.7519 1.1672 4.0101
H23 -3.1066 -0.4817 4.9492
H24 -2.3768 2.5346 -0.6360
H25 -3.6833 1.2553 -0.4396
H26 -3.9658 0.9824 -3.0663
H27 -2.7909 2.4433 -3.2997
H28 -6.2315 3.6210 -0.9741
H29 -2.4380 -0.5616 -3.0251
H30 -4.2492 -2.1923 -2.0383
H31 -4.6115 -0.4303 -1.5423
H32 -3.8379 -1.7356 -0.2741
H33 -0.5222 -2.5398 -2.0093
H34 -2.1508 -3.1407 -1.2878
H35 -1.9991 -4.1811 -3.4519
H36 -3.1873 -2.7449 -3.8581
H37 -1.0315 -1.3310 -4.8480
H38 -1.5848 -2.8776 -5.7824
H39 -0.0503 -3.0341 -4.6739
H40 -0.8895 1.4117 -3.1605
H41 1.8592 -0.3862 -1.9300
H42 1.4259 1.8264 -1.6870
H43 0.5710 2.8993 -3.7529
H44 1.3730 3.9301 -2.4088
H45 -1.8930 4.1547 -1.9932
H46 -1.5786 6.1206 -3.0044
C27 3.8214 -0.2293 -4.8948
C28 4.3526 0.7010 -5.6904
C29 5.3829 0.3525 -6.7076
O5 5.8389 1.2258 -7.4372
C30 5.8213 -1.0493 -6.7922
C31 5.2924 -1.9789 -5.9942
C32 4.2426 -1.6351 -4.9963
O6 3.7622 -2.5147 -4.2894
O7 5.7018 -3.2978 -6.0665
O8 3.9636 2.0248 -5.5990
H47 3.0701 0.0097 -4.1527
H48 6.5835 -1.2857 -7.5235
H49 5.1714 -3.7730 -5.3902
H50 4.4896 2.4989 -6.2793
C33 2.3893 -4.6368 8.1629
C34 2.1151 -3.7629 7.1925
C35 0.8210 -3.8047 6.4567
O9 0.5898 -2.9766 5.5828
C36 -0.1404 -4.8598 6.8128
C37 0.1354 -5.7358 7.7809
C38 1.4176 -5.6767 8.5350
O10 1.6349 -6.4843 9.4320
O11 -0.7625 -6.7317 8.1188
O12 3.0246 -2.7844 6.8354
H51 3.3250 -4.6165 8.7073
H52 -1.0695 -4.8899 6.2581
H53 -0.3337 -7.2338 8.8458
H54 2.5933 -2.2786 6.1126

Calculated values
highest occupied orbital energy = -11.3 eV
total energy = -3585.410394 a.u.
E_LUMO = -0.130 Ha
frontier orbital gap = 7.8 eV
net charge = +1

These are the Löwdin partial charges, in e, on atoms 1 to 2: atom 1 (C): -0.13, atom 2 (C): -0.19


No. 3
DFT (ωB97M-V/def2-TZVPD) results for a gas-phase ion, C22H23O2 (charge +1) at a distorted geometry.

CARTESIAN COORDINATES (ANGSTROEM)
C1 -0.7190 -3.5527 -1.5072
O1 -0.6304 -2.1370 -1.2678
C2 0.5558 -1.5305 -1.1126
C3 0.4127 -0.0661 -0.7392
C4 1.7546 0.6054 -0.8743
C5 2.9194 -0.0273 -1.1863
C6 2.9906 -1.4308 -1.4179
O2 4.2354 -2.0042 -1.4827
C7 4.2913 -3.4448 -1.5475
C8 1.7716 -2.1480 -1.3725
H1 -1.7749 -3.7745 -1.5415
H2 -0.2372 -3.8212 -2.4578
H3 -0.2537 -4.1060 -0.6803
H4 -0.4356 0.4571 -1.3742
H5 1.7391 1.6839 -0.7230
H6 3.8583 0.5358 -1.1624
H7 5.3375 -3.7477 -1.5480
H8 3.7965 -3.9063 -0.6776
H9 3.8194 -3.7888 -2.4797
H10 1.8007 -3.2301 -1.4400
C9 0.5287 5.7993 1.6146
C10 0.1264 4.3607 1.5708
C11 0.9860 3.3773 2.0920
C12 0.7174 2.0171 1.8789
C13 -0.4341 1.6136 1.1649
C14 -0.4673 0.1888 0.6317
C15 -1.8417 -0.4874 0.5853
C16 -2.1100 -1.6662 1.2863
C17 -3.2616 -2.4153 1.0137
C18 -4.1960 -1.9436 0.0903
C19 -4.0174 -0.6867 -0.5009
C20 -2.8326 0.0457 -0.2316
C21 -1.4360 2.5856 0.9562
C22 -1.1169 3.9546 1.0887
H11 -0.1370 6.3945 0.9915
H12 0.4825 6.1657 2.6429
H13 1.5470 5.9500 1.2538
H14 1.9637 3.6801 2.4988
H15 1.4331 1.2724 2.2516
H16 0.2193 -0.4344 1.2549
H17 -1.3728 -2.0609 1.9779
H18 -3.3493 -3.4374 1.4033
H19 -5.0472 -2.5688 -0.1879
H20 -4.7016 -0.3351 -1.2909
H21 -2.6720 0.9871 -0.7631
H22 -2.4663 2.3491 0.6560
H23 -1.7765 4.7280 0.6627

Calculated values
highest occupied orbital energy = -11.4 eV
total energy = -1002.288561 a.u.
energy above the lowest of the compared OMol25 structures with the same formula, charge and spin = 12.2 kcal per mole
E_LUMO = -0.178 Ha
frontier orbital gap = 6.6 eV
net charge = +1

These are the Löwdin partial charges, in e, on atoms 1 to 2: atom 1 (C): -0.01, atom 2 (O): -0.04


No. 4
DFT (ωB97M-V/def2-TZVPD) results for a molecular structure, C5H7N6O at a distorted geometry.

CARTESIAN COORDINATES (ANGSTROEM)
C1 -1.0581 1.9674 2.4563
C2 0.2637 -0.0122 0.8266
C3 -0.4076 -2.3018 1.5754
C4 0.1224 1.3731 -0.4805
C5 -0.4029 -1.8715 -0.8604
N1 -1.7079 1.4141 1.4290
N2 -0.8205 0.8329 0.4734
N3 1.0664 0.4839 -0.2930
N4 -0.5421 2.3490 3.4205
N5 -0.2400 -1.5350 0.6139
N6 -0.0322 2.3819 -1.2653
O1 -0.5832 -2.8767 2.5514
H1 -1.3608 -1.3646 -1.2009
H2 0.5650 -1.3417 -1.1975
H3 -0.4588 -2.9546 -0.9606
H4 -2.7219 1.1845 1.3920
H5 0.8007 -0.0322 1.7081
H6 0.6236 2.5814 -2.0401
H7 -0.8667 2.8737 -1.1619

Calculated values
highest occupied orbital energy = -13.9 eV
total energy = -598.113540 a.u.
energy above the lowest of the compared OMol25 structures with the same formula, charge and spin = 97.6 kcal per mole
E_LUMO = -0.170 Ha
frontier orbital gap = 9.3 eV
net charge = +1

These are the Löwdin partial charges, in e, on atoms 1 to 2: atom 1 (C): -0.30, atom 2 (C): -0.20